# 1
C7H16N3 | wB97M-V/def2-TZVPD

Element x y z (Å)
C 2.0863 -0.3826 -1.5224
N 1.7094 0.4100 -0.5838
C 2.6211 1.2365 0.2295
C 0.2605 0.6322 -0.3463
N 0.1066 1.9177 -0.3867
N -1.0647 2.5332 -0.4006
C -0.6918 -0.5621 0.2018
C -1.3135 0.1038 1.4568
C 0.0123 -1.7599 0.6842
C -1.7687 -0.9576 -1.0507
H 1.4246 -0.8065 -2.2678
H 3.1256 -0.5919 -1.7672
H 2.2409 2.3102 0.2276
H 3.7192 1.1561 0.0183
H 2.3365 0.7361 1.1345
H -1.9040 2.0568 -0.4659
H -1.1122 3.5211 -0.5546
H -0.3783 0.3448 2.1713
H -1.8662 0.9864 1.2271
H -1.9077 -0.5062 2.1017
H 0.2745 -2.4189 -0.1552
H -0.7071 -2.2024 1.3814
H 0.9032 -1.6201 1.2356
H -1.5704 -1.9720 -1.3595
H -2.7689 -1.1387 -0.5768
H -1.6122 -0.2991 -1.9066

Output
charge: +1
frontier orbital gap: 0.311 hartree
SMILES: C=[N+](C)/C(=N/N)C(C)(C)C
E_HOMO: -12.824 eV
E: -11978.956 eV

=====

# 2
C7H10N | wB97M-V/def2-TZVPD

Element x y z (Å)
C 0.1340 -2.4468 0.4437
C 1.1623 -1.6924 0.7981
C 0.3361 0.8086 -0.7469
C 1.0005 0.6327 -1.9366
C -0.9890 -1.4919 0.1098
C 0.0052 1.9614 0.0432
C -0.0844 -0.1917 0.2444
N -0.5454 1.0446 1.1343
H 0.0329 -3.5712 0.4407
H 2.1557 -1.8585 1.0682
H 1.2803 -0.3252 -2.2352
H 1.1383 1.4177 -2.6670
H -1.3502 -1.3757 -0.9973
H -1.8461 -1.6033 0.8584
H 0.9454 2.4819 0.3366
H -0.8593 2.7062 -0.1009
H -0.1071 1.2573 2.0105
H -1.5809 1.0623 1.2936

Output
charge: +1
frontier orbital gap: 0.333 hartree
E_HOMO: -13.082 eV
E: -8899.268 eV

=====

# 3
CHFINO2 | wB97M-V/def2-TZVPD

Element x y z (Å)
C -0.3235 -0.6956 0.1389
N 0.3474 0.2791 -3.5890
O -0.6160 0.4667 -4.2575
O 0.5187 -0.0093 -2.4348
F 0.4526 -1.7503 0.2907
I -2.3249 -1.0102 -0.1963
H 0.0186 0.2075 0.6091

Output
frontier orbital gap (alpha / beta): 0.377 / 0.233 hartree
E_HOMO (alpha / beta): -10.196 / -8.109 eV
E: -17450.531 eV